Entry 1:
Here is a structure of composition C4H4O5Tl in a non-equilibrium geometry from the Open Molecules 2025 dataset. Energies are from ωB97M-V/def2-TZVPD.

Net charge ... -1
DFT total energy ... -19143.4026 eV
HOMO ... -3.86 eV

CARTESIAN COORDINATES (ANGSTROEM)
O: -0.403 -1.082 0.913
H: 0.468 1.680 -1.762
O: 1.855 -1.347 0.627
O: 0.675 -0.183 -0.944
C: 0.012 1.054 -0.981
C: 0.192 1.643 0.440
O: 1.002 0.708 1.108
C: 0.822 -0.591 0.469
H: -1.058 0.930 -1.220
H: -0.782 1.764 0.945
H: 0.702 2.617 0.432
Tl: 0.762 -2.972 -0.440
C: -1.566 -2.095 0.003
O: -2.681 -2.127 0.410

Cartesian forces, eV/Å:
-0.25 0.17 0.56
-0.03 -0.12 0.15
0.40 -0.18 0.01
0.11 -0.05 -0.33
-0.31 0.00 -0.11
0.00 -0.22 0.16
0.18 0.13 -0.16
-1.00 2.06 1.02
0.21 0.00 0.06
0.17 -0.08 -0.12
-0.06 -0.20 0.00
0.30 -1.69 -0.72
-2.23 -0.56 -0.42
2.52 0.73 -0.11

=====

Entry 2:
Here is a structure of composition C28H22F5FeO6PS in a non-equilibrium geometry from the Open Molecules 2025 dataset. Energies are from ωB97M-V/def2-TZVPD.

Net charge ... -2
DFT total energy ... -109776.9271 eV
HOMO (spin up / spin down) ... -1.76 / -1.73 eV

CARTESIAN COORDINATES (ANGSTROEM)
Fe: -1.568 -0.881 -0.679
F: -1.006 6.160 -0.568
C: -1.571 4.946 -0.717
C: -0.795 3.829 -0.955
F: 0.537 3.961 -1.046
C: -1.399 2.597 -1.113
F: -0.590 1.554 -1.369
C: -2.779 2.384 -1.044
S: -3.521 0.830 -1.262
C: -3.517 3.547 -0.801
F: -4.856 3.483 -0.713
C: -2.940 4.793 -0.642
F: -3.710 5.876 -0.416
O: -2.113 -6.959 -0.901
C: -2.024 -5.754 -1.014
C: -0.746 -4.970 -1.222
O: 0.374 -5.442 -1.359
C: -1.154 -3.571 -1.218
C: -2.540 -3.446 -0.998
O: -3.062 -2.295 -0.872
C: -3.174 -4.766 -0.975
O: -4.361 -5.048 -0.954
O: -0.442 -2.521 -1.365
C: 3.709 -1.450 -0.739
P: 1.986 -0.865 -0.365
C: 2.373 0.415 0.908
C: 1.383 1.350 1.229
C: 1.559 2.248 2.268
C: 2.729 2.230 3.020
C: 3.723 1.316 2.710
C: 3.544 0.416 1.663
C: 1.915 0.200 -1.878
C: 1.168 -0.280 -2.953
C: 1.167 0.396 -4.168
C: 1.910 1.558 -4.319
C: 2.655 2.044 -3.250
C: 2.657 1.368 -2.039
H: 4.087 -2.098 0.053
H: 4.395 -0.614 -0.896
H: 3.649 -2.036 -1.656
H: 0.447 1.331 0.691
H: 0.770 2.950 2.510
H: 2.855 2.911 3.853
H: 4.648 1.306 3.276
H: 4.331 -0.296 1.447
H: 0.580 -1.183 -2.821
H: 0.586 0.014 -4.998
H: 1.906 2.089 -5.263
H: 3.235 2.953 -3.361
H: 3.234 1.756 -1.206
C: -2.150 -2.479 2.275
C: -1.370 -1.162 2.362
C: -0.047 -1.415 3.094
C: -2.198 -0.136 3.146
O: -1.113 -0.663 1.094
H: -2.455 -2.831 3.266
H: -1.526 -3.245 1.807
H: -3.036 -2.339 1.654
H: -0.226 -1.868 4.075
H: 0.497 -0.477 3.232
H: 0.572 -2.088 2.496
H: -2.439 -0.498 4.152
H: -3.122 0.067 2.602
H: -1.635 0.798 3.230

Cartesian forces, eV/Å:
-1.41 -1.26 -0.40
0.00 0.00 0.00
0.07 0.02 0.01
0.01 0.00 -0.01
0.02 -0.03 0.00
0.06 -0.10 -0.02
0.05 0.07 -0.01
-0.09 0.05 -0.03
0.80 -0.33 0.31
-0.07 0.02 0.02
0.00 0.03 -0.01
-0.15 0.02 0.00
0.00 -0.01 0.01
-0.01 -0.01 -0.02
0.02 0.03 -0.01
0.04 0.08 -0.05
0.00 -0.05 -0.02
-0.06 -0.18 -0.03
-0.14 0.05 0.08
0.09 0.33 0.03
-0.03 0.05 -0.08
0.03 -0.04 0.09
0.18 0.82 0.34
-0.01 -0.11 0.09
0.41 0.36 0.06
0.00 -0.01 0.00
-0.01 -0.07 0.02
0.05 0.00 0.03
-0.01 -0.01 -0.02
0.01 0.00 -0.04
0.00 0.04 0.01
-0.03 -0.13 -0.02
-0.01 0.00 0.00
0.05 0.02 0.00
0.01 0.01 0.04
-0.02 0.01 0.00
-0.04 0.00 -0.02
-0.02 -0.02 -0.02
0.03 -0.03 0.00
0.00 -0.03 0.02
-0.02 -0.01 0.03
-0.01 -0.01 -0.03
0.02 0.04 -0.03
-0.02 -0.05 0.03
0.00 0.01 0.00
0.04 0.00 -0.03
-0.04 0.00 0.03
0.00 0.00 0.00
-0.03 0.01 0.01
0.00 0.01 0.00
0.01 0.03 -0.05
-0.28 -0.31 -0.12
0.04 0.05 -0.05
0.00 0.05 -0.06
0.53 0.63 -0.15
0.03 -0.01 -0.01
-0.04 -0.01 -0.01
-0.01 -0.02 0.03
0.03 0.00 0.01
0.01 -0.02 0.00
-0.01 -0.01 0.02
-0.01 0.03 0.00
0.00 0.00 0.03
-0.02 -0.01 0.00